Model a:
17
Properties=species:S:1:pos:R:3 method="wB97M-V/def2-TZVPD" homo_ha=-0.5143 charge=+1 homo_lumo_gap_ev=10.8
C 0.7110 -0.5712 -2.2903
C 0.8673 0.5149 -1.2704
N 0.0754 0.7528 -0.3101
C -0.9758 -0.1402 0.0580
N -1.0427 0.0261 1.4798
C 0.2969 -0.1987 2.1506
N -0.2434 1.1216 1.9651
H 0.4223 -1.4403 -1.8118
H 1.7367 -0.8677 -2.6860
H 0.1748 -0.1717 -3.1252
H 1.6628 1.2475 -1.4050
H -0.8432 -1.2166 -0.2034
H -1.9989 0.2153 -0.2637
H -1.9946 -0.0342 1.7908
H 0.3276 -0.5352 3.1981
H 0.9307 -0.6742 1.3063
H -0.1072 1.9716 1.4174


Model b:
17
Properties=species:S:1:pos:R:3 method="wB97M-V/def2-TZVPD" homo_ha="-0.5089 / -0.4761" charge=+1 homo_lumo_gap_ev="8.7 / 6.6"
C -1.2839 2.2607 -0.0835
C -1.4963 1.4974 1.1027
C -0.7513 1.6064 -1.3470
C -0.4728 -0.9177 -1.2437
N -0.7232 0.2843 -1.3520
N 1.1270 -1.8433 1.2001
N -1.2904 0.2401 1.1572
H -1.3576 3.3612 -0.0113
H -1.5646 2.1483 1.9932
H -1.4116 2.1287 -2.1606
H 0.1288 2.0860 -1.6105
H 0.3662 -1.2480 -0.5044
H -0.9700 -1.4986 -2.0318
H 0.9295 -1.2119 2.0722
H 2.0756 -1.7395 0.9679
H 0.8858 -2.7101 1.6597
H -1.0569 0.0802 2.0834


Model c:
17
Properties=species:S:1:pos:R:3 method="wB97M-V/def2-TZVPD" homo_ha=-0.5107 charge=+1 homo_lumo_gap_ev=10.1
H 1.7550 -2.1134 -0.6567
N 0.9953 -1.3832 -0.5610
C 1.0492 -0.2128 -0.2657
N 2.5523 0.4473 0.2882
N 0.0916 0.6745 -0.1808
C -1.0941 0.0298 -0.5507
C -1.8202 -0.8414 0.4873
C -2.2445 0.5987 0.1458
H 2.5562 0.3391 1.2942
H 3.1717 -0.2398 -0.1813
H 2.6127 1.4328 0.0658
H 0.3445 1.6086 -0.3338
H -1.0170 -0.2108 -1.5226
H -1.3234 -0.8167 1.4935
H -2.4104 -1.5733 0.0264
H -3.1991 0.8604 -0.4006
H -2.0198 1.4002 0.8521


Structures ranked by computed energy, the most stable listed first: model c, model a, model b.


Model a:
25
Properties=species:S:1:pos:R:3 method="wB97M-V/def2-TZVPD" homo_ha=-0.2906 homo_lumo_gap_ev=8.7
C -1.6519 0.0093 -2.6006
C -0.5735 -0.8813 -2.6808
C -2.0432 0.0136 -1.3051
C -0.3135 -1.4209 -1.4321
C 2.0128 -0.5650 -0.6127
C -1.1039 -0.4430 0.7295
C 0.8760 1.6946 0.7133
C 0.9643 0.2755 2.6912
C 0.8247 0.2801 1.2306
N -1.8111 -0.2519 1.7291
N 1.4642 -0.7253 0.5404
N -1.1995 -0.7489 -0.6088
H -2.2268 0.3432 -3.3700
H -0.2802 -1.2966 -3.5739
H -2.6069 0.7118 -0.6701
H 0.2730 -2.2203 -1.1588
H 2.4689 -1.3455 -1.1222
H 2.0303 0.4259 -1.1592
H -0.0997 2.0446 0.6050
H 1.5266 2.2320 1.4374
H 1.3266 1.6893 -0.2757
H 1.2533 -0.7160 3.0236
H -0.0684 0.5199 3.1222
H 1.7630 0.9235 3.0453
H -2.8050 -0.5488 1.7023


Model b:
25
Properties=species:S:1:pos:R:3 method="wB97M-V/def2-TZVPD" homo_ha="-0.2745 / -0.2745" smiles="CC1=c2[nH]nnc2=CCC1(C)C" homo_lumo_gap_ev="7.8 / 7.8"
C -0.8088 1.8182 1.0183
C -0.5597 0.5615 0.3196
C -1.3082 -0.5539 0.4434
N -2.5557 -0.8274 0.9798
N -2.8042 -2.2237 0.9557
N -1.8618 -2.7796 0.4205
C -0.8691 -1.9320 0.0172
C 0.4054 -2.2904 -0.1282
C 1.3195 -1.0961 -0.1454
C 0.7650 0.3072 -0.3941
C 1.9037 1.2412 0.0728
C 0.3575 0.5525 -1.8724
H -0.4375 2.6980 0.4246
H -0.3244 1.7579 1.9769
H -1.9225 2.1066 1.1250
H -3.2249 -0.1737 1.2300
H 0.5851 -3.3388 -0.2406
H 1.8790 -1.0243 0.8452
H 2.0953 -1.3674 -0.8736
H 2.9107 1.0904 -0.5132
H 2.1156 1.3135 1.1718
H 1.5727 2.2635 -0.2955
H -0.3729 -0.3048 -2.1166
H 1.2143 0.6049 -2.5135
H -0.0740 1.5967 -1.9077


Structures ranked by computed energy, the most stable listed first: model b, model a.


Model a:
14
Properties=species:S:1:pos:R:3 method="wB97M-V/def2-TZVPD" homo_ha=-0.3137 smiles="CN1CC1=S.C#C" homo_lumo_gap_ev=8.9
C -1.6501 0.1134 -0.7556
N -0.5406 -0.7058 -0.8217
C -0.0109 -1.6396 0.1390
C 0.7219 -0.7683 -1.0023
S 1.9331 -0.4003 -2.1442
H -2.0654 0.3023 -1.7697
H -2.4616 -0.3688 -0.1564
H -1.3991 1.0460 -0.1290
H 0.1504 -1.1231 1.1608
H -0.4654 -2.5635 0.1983
C 1.1398 1.9545 1.6269
C 1.4938 0.9625 1.0796
H 1.3669 2.8486 2.3023
H 1.7870 0.3420 0.2719


Model b:
14
Properties=species:S:1:pos:R:3 method="wB97M-V/def2-TZVPD" homo_ha="-0.2923 / -0.2837" homo_lumo_gap_ev="7.7 / 7.6"
C -0.5182 1.3782 -0.3520
C -0.9416 0.0437 -0.9218
C -0.6885 -1.0581 0.0914
C 0.6227 -1.2370 0.5411
C 1.6394 0.8094 0.4669
N 0.5795 1.6092 0.3030
S 2.0012 -0.6412 -0.4092
H -1.3197 2.2207 -0.4157
H -1.9489 0.2086 -1.3074
H -0.1403 -0.2839 -1.6492
H -1.3451 -0.7771 0.8944
H -1.1690 -2.1328 -0.1643
H 0.9133 -1.2162 1.6284
H 2.3151 1.0765 1.2943


Model c:
14
Properties=species:S:1:pos:R:3 method="wB97M-V/def2-TZVPD" homo_ha=-0.3217 smiles="CC1=N[C@@H]2C[C@@H]2S1" homo_lumo_gap_ev=9.5
C 2.4734 0.4159 0.0699
C 0.9811 0.0409 -0.0136
N 0.1561 0.7717 -0.7108
C -1.1736 0.3421 -0.6821
C -1.9720 0.1665 0.5800
C -1.4240 -1.0422 -0.1245
S 0.4376 -1.3837 0.8373
H 2.5382 1.5229 0.1881
H 2.9059 0.1537 -0.8632
H 3.0915 -0.0576 0.8032
H -1.6848 0.4169 -1.7288
H -1.4752 0.2150 1.4977
H -2.9999 0.4463 0.5671
H -1.8542 -2.0085 -0.4204


Structures ranked by computed energy, the most stable listed first: model c, model b, model a.


Model a:
18
Properties=species:S:1:pos:R:3 method="wB97M-V/def2-TZVPD" homo_ha=-0.3260 homo_lumo_gap_ev=9.4
B -0.4208 -0.0265 0.9063
C 1.7795 1.0336 0.2045
C 1.3939 -1.4184 -0.0905
C -2.5893 0.2464 -1.1925
C 0.7265 -0.0430 -0.1301
O -0.4318 -0.1690 2.1876
O -2.2617 0.1985 0.2223
H 2.2394 0.9437 1.2117
H 1.3260 2.0520 0.3194
H 2.5572 1.2156 -0.6772
H 1.4333 -1.9266 -1.1167
H 2.3520 -1.3754 0.5195
H 0.7369 -1.9802 0.4878
H -3.1093 -0.6687 -1.4678
H -1.6670 0.4115 -1.7015
H -3.2178 1.1660 -1.2215
H 0.3402 0.1782 -1.1406
H -1.1871 0.1622 2.6795


Model b:
18
Properties=species:S:1:pos:R:3 method="wB97M-V/def2-TZVPD" homo_ha=-0.3360 smiles=CC(C)CB(O)O homo_lumo_gap_ev=9.5
C -0.5326 1.9390 0.4267
C 0.0485 0.5699 0.4795
C -0.5261 -0.5219 1.4389
C 0.1083 -0.0434 -1.2815
B 0.8785 -1.3991 -1.3866
O 0.1235 -2.4634 -1.5587
O 2.2622 -1.5179 -1.4800
H -1.3122 2.0190 1.1599
H -0.9403 2.2419 -0.5269
H 0.3437 2.6733 0.7253
H 1.1004 0.6121 0.4778
H -1.6298 -0.5690 1.2739
H -0.2961 -0.0812 2.4009
H -0.1832 -1.5548 1.1841
H -0.9101 -0.0893 -1.4131
H 0.4419 0.9450 -1.7462
H 0.4095 -3.3881 -1.7760
H 2.5572 -2.2105 -2.0726


Structures ranked by computed energy, the most stable listed first: model b, model a.


Model a:
23
Properties=species:S:1:pos:R:3 method="wB97M-V/def2-TZVPD" homo_ha=-0.3115 smiles=CNCCCSC.O homo_lumo_gap_ev=9.3
C 1.6165 -2.7559 -0.4448
N 1.7145 -1.3126 -0.0681
C 0.6493 -0.8740 0.8905
C 0.4249 0.5992 0.8742
C -0.8144 1.0129 1.7394
S -1.3353 2.7943 1.3732
C -2.1602 2.3948 -0.2052
H 0.7694 -2.9494 -1.1242
H 1.4037 -3.2316 0.5273
H 2.5225 -3.2179 -0.8717
H 2.6842 -1.0665 0.1685
H -0.3391 -1.3431 0.7216
H 1.0305 -1.2341 1.8654
H 0.3895 0.9928 -0.1599
H 1.2793 1.0800 1.3883
H -0.5611 0.9458 2.8149
H -1.6798 0.3476 1.5552
H -2.5634 3.2948 -0.6992
H -3.0002 1.7266 0.0487
H -1.4965 1.8719 -0.9143
O -0.5595 0.2032 -3.2265
H -0.1138 1.0435 -3.4785
H 0.1390 -0.3222 -2.7746


Model b:
23
Properties=species:S:1:pos:R:3 method="wB97M-V/def2-TZVPD" homo_ha=-0.3163 smiles=CN(C)CCCS.O homo_lumo_gap_ev=9.2
C -1.2233 -0.2852 2.4656
N -1.3288 0.3542 1.0972
C -2.4600 1.3183 1.0307
C -1.3806 -0.6440 0.0109
C -0.4345 -0.0906 -1.0463
C 1.1034 -0.4736 -0.7107
S 1.4119 -2.0237 -1.2517
H -2.2108 0.0655 2.9425
H -0.2196 0.0507 2.8015
H -1.3484 -1.4080 2.3675
H -2.0552 2.2068 0.4398
H -2.6121 1.8397 1.9886
H -3.3917 1.0153 0.7599
H -2.5576 -0.6541 -0.3436
H -1.3774 -1.6525 0.2788
H -0.3697 1.0235 -1.0904
H -0.6476 -0.4470 -2.0237
H 1.2805 -0.2799 0.3803
H 1.8548 0.2799 -1.0992
H 2.4682 -2.6189 -0.7423
O 5.4958 0.9425 -2.5090
H 4.8592 0.2503 -2.3185
H 5.1435 1.2310 -3.4280


Structures ranked by computed energy, the most stable listed first: model a, model b.


Model a:
20
Properties=species:S:1:pos:R:3 method="wB97M-V/def2-TZVPD" homo_ha=-0.2866 smiles="C/C=C/C=C(/C)O.O" homo_lumo_gap_ev=8.5
C -0.4289 -3.1577 0.0331
C 0.1701 -1.8795 0.4954
C -0.4000 -0.6998 0.1337
C 0.1570 0.5319 0.6056
C -0.4189 1.7218 0.3368
C -0.0459 3.0927 0.8135
O -1.6857 1.6813 -0.1746
H -1.4868 -2.9968 -0.2184
H -0.1270 -3.4024 -0.9951
H -0.3278 -4.0776 0.6371
H 1.0473 -1.8879 1.1391
H -1.3123 -0.7543 -0.4871
H 1.1153 0.5183 1.1135
H -0.4561 3.1958 1.8244
H -0.4710 3.8971 0.1893
H 1.0258 3.2787 0.8999
H -2.1778 2.4961 -0.0804
O 2.1981 -1.2123 -1.8364
H 2.6439 -0.3553 -1.7956
H 1.6773 -1.2071 -1.0119


Model b:
20
Properties=species:S:1:pos:R:3 method="wB97M-V/def2-TZVPD" homo_ha=-0.3267 smiles="C/C=C/CCC=O.O" homo_lumo_gap_ev=9.6
C -1.7338 -0.4019 -2.8443
C -1.2872 -0.0508 -1.4633
C -0.4925 -0.7488 -0.6604
C -0.0867 -0.0257 0.6048
C 0.8687 0.9985 0.1150
C 0.7422 2.3451 0.9225
O 1.3176 3.2479 0.4173
H -2.6142 -0.9057 -2.9606
H -0.9044 -0.9530 -3.2478
H -1.8893 0.4694 -3.5341
H -1.6422 0.9157 -1.1240
H -0.0830 -1.6727 -0.7382
H 0.2606 -0.5937 1.4470
H -1.0155 0.3039 1.1063
H 0.8189 1.2683 -1.0436
H 1.9802 0.6326 0.2652
H -0.0157 2.4440 1.8775
O 1.9213 -2.1089 3.4128
H 2.6079 -2.4004 3.9431
H 1.2473 -2.7637 3.5049


Model c:
20
Properties=species:S:1:pos:R:3 method="wB97M-V/def2-TZVPD" homo_ha=-0.3502 smiles=COC1(OC)CCC1 homo_lumo_gap_ev=10.4
C 0.1433 -1.9176 1.2521
O 0.3955 -1.4189 -0.0744
C -0.1347 -0.1722 -0.4448
O -1.5321 -0.1057 -0.4525
C -2.1197 0.5760 0.6692
C 0.6109 0.1118 -1.7832
C 1.5981 1.0677 -1.1257
C 0.8098 0.9987 0.2857
H 0.3851 -1.1076 1.9410
H 0.8362 -2.7015 1.4871
H -0.9873 -2.2583 1.1680
H -1.5699 0.5007 1.6322
H -3.2017 0.1951 0.6199
H -2.2238 1.6758 0.2877
H 1.0715 -0.8219 -2.1580
H -0.1762 0.3715 -2.5500
H 2.5273 0.4907 -0.8917
H 1.8658 1.9865 -1.5686
H 0.1991 1.8722 0.5392
H 1.5027 0.6571 1.1667


Structures ranked by computed energy, the most stable listed first: model a, model b, model c.